Below is a cluster of 8 separate species, C48H144N24O8P8 in total, with properties calculated with wB97M-V/def2-TZVPD.

As for the LUMO energy: 0.485 eV. The HOMO energy is -0.2934 Ha. Its structure (SMILES) is CN(C)P(=O)(N(C)C)N(C)C.CN(C)P(=O)(N(C)C)N(C)C.CN(C)P(=O)(N(C)C)N(C)C.CN(C)P(=O)(N(C)C)N(C)C.CN(C)P(=O)(N(C)C)N(C)C.CN(C)P(=O)(N(C)C)N(C)C.CN(C)P(=O)(N(C)C)N(C)C.CN(C)P(=O)(N(C)C)N(C)C. Its frontier orbital gap is 8.47 eV.

Last column: Mulliken charge in e.
Element x y z (Å)
C -2.269 -7.045 -4.851  -1.086
N -1.188 -6.008 -4.723  0.475
C -0.920 -5.190 -5.931  -1.122
P -0.431 -5.513 -3.312  0.087
O -0.365 -4.054 -3.103  -0.564
N -1.375 -6.297 -2.140  0.240
C -2.528 -5.506 -1.603  -0.741
C -0.746 -7.230 -1.158  -0.982
N 1.066 -6.180 -3.407  0.599
C 1.460 -7.357 -4.174  -1.176
C 2.209 -5.782 -2.559  -0.749
H -3.240 -6.560 -4.979  0.277
H -2.271 -7.583 -3.966  0.397
H -2.101 -7.751 -5.744  0.303
H -1.874 -4.999 -6.445  0.329
H -0.342 -5.711 -6.676  0.292
H -0.509 -4.243 -5.654  0.319
H -3.377 -6.190 -1.411  0.394
H -2.216 -4.951 -0.707  0.208
H -2.846 -4.795 -2.373  0.006
H -0.165 -6.743 -0.340  0.191
H -1.592 -7.753 -0.647  0.377
H -0.149 -7.944 -1.726  0.318
H 1.919 -6.984 -5.098  0.284
H 2.051 -8.104 -3.597  0.378
H 0.560 -7.936 -4.331  0.334
H 3.048 -5.415 -3.135  0.370
H 2.589 -6.694 -2.098  0.378
H 1.816 -5.037 -1.856  -0.126
C -2.037 0.369 5.001  -1.151
N -3.073 0.966 4.100  0.595
C -2.478 1.995 3.195  -0.925
P -4.453 0.011 3.774  0.789
O -4.395 -0.929 2.648  -0.924
N -4.912 -0.693 5.249  0.151
C -4.599 -2.165 5.383  -0.932
C -5.117 0.102 6.474  -1.030
N -5.599 1.188 3.527  0.224
C -5.523 2.648 3.690  -0.920
C -6.695 0.806 2.575  -1.099
H -1.475 1.204 5.510  0.319
H -1.228 -0.270 4.571  0.184
H -2.411 -0.254 5.771  0.363
H -1.484 1.668 2.857  0.003
H -2.346 2.915 3.756  0.491
H -3.015 2.203 2.269  0.172
H -5.334 -2.543 6.097  0.419
H -4.705 -2.676 4.420  0.217
H -3.628 -2.419 5.771  0.280
H -4.274 -0.133 7.143  0.386
H -4.908 1.149 6.298  0.294
H -6.100 0.128 7.035  0.282
H -5.491 3.137 2.691  0.268
H -6.410 2.945 4.332  0.336
H -4.607 3.022 4.186  0.271
H -7.655 1.065 3.072  0.385
H -6.626 -0.300 2.428  0.319
H -6.553 1.318 1.606  0.286
C 4.165 2.955 -5.327  -1.105
N 4.358 2.063 -4.161  0.340
C 3.550 2.657 -3.030  -0.646
P 4.922 0.468 -4.289  0.221
O 6.178 0.343 -5.043  -0.865
N 5.144 0.150 -2.611  0.767
C 5.329 -1.244 -2.239  -1.380
C 6.276 0.864 -2.048  -1.192
N 3.772 -0.604 -4.887  0.492
C 4.289 -1.690 -5.679  -1.117
C 2.345 -0.682 -4.559  -1.269
H 4.559 2.535 -6.247  0.364
H 4.532 3.955 -5.140  0.317
H 3.108 2.954 -5.513  0.379
H 3.846 3.708 -2.959  0.468
H 3.722 2.081 -2.105  -0.117
H 2.493 2.604 -3.247  0.204
H 6.181 -1.713 -2.717  0.339
H 5.463 -1.312 -1.148  0.432
H 4.452 -1.839 -2.470  0.252
H 6.242 1.905 -2.394  0.350
H 6.208 0.742 -0.940  0.301
H 7.214 0.450 -2.388  0.316
H 5.381 -1.529 -5.742  0.379
H 4.058 -2.679 -5.307  0.229
H 3.920 -1.579 -6.694  0.393
H 1.822 -1.186 -5.365  0.437
H 2.011 0.324 -4.526  0.236
H 2.136 -1.152 -3.584  0.479
C 3.045 -3.162 7.173  -0.998
N 2.706 -2.177 6.107  0.311
C 1.332 -2.309 5.655  -0.560
P 3.716 -2.084 4.727  0.549
O 3.634 -3.264 3.826  -1.022
N 3.223 -0.593 4.118  1.601
C 2.277 0.360 4.721  -0.852
C 3.496 -0.283 2.718  -0.956
N 5.310 -1.860 5.196  0.541
C 5.677 -0.993 6.282  -1.228
C 6.321 -2.950 4.924  -1.109
H 4.003 -2.924 7.666  0.212
H 3.106 -4.171 6.776  0.405
H 2.383 -3.120 8.066  0.330
H 0.691 -1.748 6.331  0.413
H 1.083 -3.363 5.602  0.456
H 1.191 -1.913 4.645  -0.416
H 2.574 1.381 4.414  -0.350
H 1.253 0.198 4.262  0.152
H 2.328 0.250 5.782  0.576
H 2.604 0.136 2.263  -0.309
H 4.322 0.353 2.446  -0.091
H 3.567 -1.257 2.159  0.488
H 6.623 -0.483 6.067  0.379
H 4.915 -0.224 6.369  0.290
H 5.818 -1.518 7.240  0.270
H 6.643 -3.501 5.828  0.288
H 7.265 -2.513 4.531  0.277
H 5.901 -3.560 4.165  0.368
C -2.542 5.626 -4.033  -1.092
N -2.837 5.223 -2.633  0.278
C -3.671 4.082 -2.399  -0.514
P -1.721 5.425 -1.411  0.268
O -0.722 6.513 -1.744  -0.912
N -2.645 5.639 -0.055  0.466
C -3.267 6.908 0.146  -1.170
C -3.054 4.593 0.821  -1.740
N -0.937 3.966 -0.973  1.521
C -0.308 3.245 -2.084  -1.339
C 0.037 4.109 0.107  -1.652
H -3.374 6.164 -4.484  0.324
H -2.366 4.728 -4.630  0.293
H -1.698 6.293 -3.917  0.407
H -4.139 4.049 -1.378  -0.118
H -3.245 3.063 -2.546  0.214
H -4.584 4.182 -3.047  0.304
H -4.248 7.034 -0.338  0.308
H -3.435 7.119 1.241  0.372
H -2.564 7.720 -0.184  0.333
H -2.815 3.629 0.487  -0.078
H -2.585 4.724 1.786  0.631
H -4.124 4.568 0.937  1.049
H -0.983 2.882 -2.876  0.354
H 0.475 3.797 -2.583  0.590
H 0.295 2.380 -1.793  -0.175
H 0.907 4.739 -0.230  0.312
H 0.382 3.142 0.460  0.274
H -0.449 4.592 0.987  0.594
C 3.694 4.806 4.217  -1.084
N 3.477 3.733 3.278  0.924
C 2.096 3.551 2.820  -1.864
P 4.652 3.513 2.034  -0.136
O 4.199 2.690 0.871  -0.390
N 5.206 4.925 1.349  0.616
C 6.100 5.864 2.062  -1.101
C 4.994 5.444 -0.016  -0.933
N 5.934 2.909 2.977  0.479
C 5.809 2.150 4.282  -1.044
C 7.204 2.657 2.333  -1.175
H 3.554 5.843 3.803  0.181
H 4.767 4.705 4.495  0.354
H 3.150 4.720 5.140  0.351
H 1.491 3.443 3.739  0.389
H 1.964 2.624 2.217  0.167
H 1.602 4.296 2.206  0.830
H 5.531 6.625 2.607  0.256
H 6.708 5.355 2.851  0.346
H 6.732 6.443 1.382  0.366
H 4.625 6.475 0.085  0.434
H 5.989 5.453 -0.466  0.407
H 4.334 4.870 -0.701  -0.079
H 5.953 1.073 4.190  0.500
H 6.434 2.571 5.082  0.280
H 4.750 2.286 4.594  0.057
H 7.331 1.591 2.221  0.287
H 8.007 2.970 3.061  0.361
H 7.432 3.200 1.410  0.317
C -2.059 -2.630 1.470  -0.926
N -0.658 -2.162 1.281  0.935
C 0.243 -2.665 2.297  -0.620
P -0.199 -0.653 0.608  -0.067
O -0.005 0.433 1.548  -1.125
N 1.287 -1.164 -0.052  1.448
C 2.132 -0.143 -0.747  -0.470
C 1.390 -2.432 -0.713  -1.588
N -1.313 -0.230 -0.539  1.248
C -1.849 -1.056 -1.605  -0.561
C -2.238 0.878 -0.276  0.840
H -2.280 -2.524 2.551  0.376
H -2.186 -3.695 1.250  0.104
H -2.766 -2.005 0.941  -0.137
H 1.274 -2.647 1.948  0.392
H -0.072 -3.676 2.566  0.463
H 0.047 -1.977 3.120  -0.759
H 1.830 0.001 -1.816  -0.128
H 2.197 0.819 -0.241  0.051
H 3.161 -0.504 -0.794  0.048
H 2.445 -2.751 -0.739  0.380
H 0.742 -3.223 -0.244  0.433
H 0.996 -2.403 -1.687  0.380
H -2.931 -1.221 -1.440  -0.438
H -1.740 -0.666 -2.646  0.223
H -1.421 -2.037 -1.646  0.343
H -1.742 1.495 0.462  -0.591
H -3.145 0.472 0.145  -0.876
H -2.367 1.297 -1.261  0.154
C -6.676 1.792 -5.006  -0.669
N -6.494 0.370 -4.584  0.403
C -7.337 -0.654 -5.255  -1.060
P -5.295 -0.063 -3.451  0.038
O -4.396 1.023 -2.951  -0.601
N -6.026 -0.777 -2.099  0.475
C -5.795 -0.281 -0.802  -1.350
C -6.801 -2.020 -2.044  -1.041
N -4.596 -1.344 -4.243  0.852
C -4.114 -1.178 -5.629  -1.055
C -4.003 -2.525 -3.597  -1.612
H -7.713 2.154 -4.825  0.253
H -6.512 1.928 -6.117  0.296
H -5.924 2.351 -4.498  0.021
H -7.113 -0.548 -6.320  0.357
H -8.379 -0.306 -5.066  0.350
H -7.199 -1.699 -4.903  0.237
H -5.123 0.573 -0.755  0.005
H -6.758 -0.044 -0.345  0.741
H -5.251 -0.912 -0.140  0.491
H -6.818 -2.366 -1.008  0.385
H -7.839 -1.881 -2.357  0.290
H -6.362 -2.833 -2.606  0.348
H -3.015 -1.091 -5.732  0.298
H -4.412 -2.046 -6.304  0.297
H -4.491 -0.187 -6.024  0.294
H -2.931 -2.534 -3.807  0.528
H -4.505 -3.497 -3.934  0.304
H -4.159 -2.419 -2.483  0.319